Record 1
{
  "formula": "C3H6N2O",
  "method": "ωB97M-V/def2-TZVPD",
  "smiles": "NC(=O)N1CC1",
  "charge": 0,
  "multiplicity": 1,
  "energy_ev": -8232.5240,
  "e_above_lowest_kcal_mol": 96.27,
  "orbital_gap_ev": 10.7,
  "elements": ["N", "C", "O", "N", "C", "C", "H", "H", "H", "H", "H", "H"],
  "xyz": [[0.544, 1.354, 1.069], [0.179, 0.057, 1.316], [-0.495, -0.589, 2.042], [0.660, -0.432, 0.014], [-0.130, 0.095, -1.193], [-0.444, -1.182, -0.723], [1.421, 1.466, 0.530], [0.454, 2.112, 1.970], [0.336, 0.214, -2.357], [-1.113, 0.627, -1.040], [0.016, -2.179, -1.266], [-1.428, -1.543, -0.361]],
  "forces_ev_per_a": [[0.058, 4.862, 6.279], [0.946, 0.930, -4.917], [-0.183, 0.357, 1.590], [-3.023, -2.332, -2.034], [-0.285, 1.718, -3.180], [2.360, -7.060, -0.618], [-1.084, -0.138, 0.672], [0.497, -2.818, -3.290], [-0.846, -0.058, 3.780], [1.770, 0.825, 0.028], [-0.970, 2.613, 1.145], [0.761, 1.102, 0.545]]
}

Record 2
{
  "formula": "C21H31OTc",
  "method": "ωB97M-V/def2-TZVPD",
  "charge": 1,
  "multiplicity": 4,
  "energy_ev": -26517.9397,
  "orbital_gap_ev": [6.1, 7.3],
  "s2": 3.805,
  "elements": ["C", "C", "C", "C", "C", "Tc", "C", "C", "H", "C", "H", "H", "C", "H", "H", "H", "C", "H", "H", "H", "C", "H", "H", "H", "C", "H", "H", "H", "C", "H", "H", "H", "C", "H", "H", "H", "C", "H", "H", "H", "C", "C", "C", "C", "H", "C", "H", "C", "H", "H", "H", "O", "H", "H"],
  "xyz": [[-0.493, 2.353, 1.087], [-1.104, 2.142, -0.200], [-0.059, 1.857, -1.144], [1.201, 1.837, -0.436], [0.929, 2.185, 0.940], [-0.067, 0.332, 0.439], [1.060, -2.372, 1.076], [0.166, -1.612, 1.817], [-0.740, -2.098, 2.194], [0.467, -0.289, 2.358], [1.500, -0.106, 2.674], [-0.255, 0.043, 3.116], [0.698, -3.737, 0.588], [-0.349, -3.976, 0.811], [0.847, -3.828, -0.499], [1.337, -4.497, 1.062], [2.466, -1.947, 0.808], [2.708, -0.957, 1.213], [3.179, -2.665, 1.246], [2.679, -1.927, -0.274], [-2.554, 2.274, -0.527], [-3.170, 2.084, 0.358], [-2.774, 3.286, -0.892], [-2.839, 1.567, -1.313], [-0.245, 1.723, -2.617], [-1.144, 1.137, -2.850], [-0.363, 2.718, -3.070], [0.615, 1.232, -3.078], [2.549, 1.595, -1.037], [2.478, 0.875, -1.860], [2.981, 2.519, -1.448], [3.243, 1.196, -0.287], [1.963, 2.456, 1.980], [2.785, 1.736, 1.908], [2.393, 3.461, 1.858], [1.524, 2.393, 2.981], [-1.203, 2.794, 2.322], [-0.704, 2.415, 3.217], [-1.230, 3.890, 2.391], [-2.239, 2.443, 2.312], [-0.470, -1.028, -1.177], [-1.709, -1.641, -1.165], [0.471, -1.337, -2.161], [-2.074, -2.493, -2.215], [-2.397, -1.383, -0.354], [0.118, -2.218, -3.186], [1.472, -0.901, -2.133], [-1.159, -2.788, -3.224], [-3.083, -2.902, -2.227], [0.861, -2.454, -3.944], [-1.438, -3.446, -4.045], [-2.709, -0.507, 1.908], [-3.028, -1.416, 2.041], [-3.091, -0.019, 2.660]],
  "forces_ev_per_a": [[-0.249, 1.316, -0.780], [0.188, 1.429, 0.181], [0.350, 0.463, 0.120], [0.019, 1.982, -0.151], [0.503, 1.060, -0.711], [-0.550, -7.325, 0.901], [-0.264, 0.412, 0.169], [0.373, -0.202, 0.395], [0.136, 0.228, -0.697], [0.160, 0.048, 0.805], [-0.297, 0.077, -0.177], [0.305, -0.107, -0.198], [-0.429, -0.088, 0.004], [0.267, 0.047, -0.068], [0.018, 0.169, 0.255], [-0.060, 0.255, -0.082], [0.404, 0.385, -0.268], [-0.095, -0.232, -0.093], [-0.339, 0.083, -0.100], [-0.153, -0.099, 0.310], [-0.161, -0.057, -0.078], [0.029, 0.026, -0.237], [0.027, -0.168, 0.085], [-0.026, 0.118, 0.181], [-0.180, -0.087, -0.226], [0.264, 0.129, 0.000], [0.079, -0.202, 0.165], [-0.190, 0.097, -0.002], [0.152, -0.094, -0.111], [0.130, 0.190, 0.171], [-0.119, -0.190, 0.154], [-0.075, 0.102, -0.213], [0.054, -0.024, 0.205], [-0.059, 0.132, 0.109], [-0.172, -0.237, -0.017], [0.210, 0.010, -0.143], [-0.129, -0.019, 0.169], [-0.132, 0.061, -0.018], [0.052, -0.226, -0.061], [0.156, 0.063, 0.101], [0.827, 0.701, 0.430], [-0.344, 0.097, -0.423], [-0.520, -0.353, -0.193], [-0.045, 0.038, 0.227], [-0.044, -0.239, -0.384], [0.194, -0.019, 0.166], [-0.259, -0.114, -0.119], [0.038, 0.184, 0.058], [0.266, -0.057, -0.084], [-0.228, -0.036, 0.013], [0.072, 0.138, 0.213], [-0.407, -0.046, 0.610], [0.097, 0.374, -0.146], [0.158, -0.194, -0.414]]
}

Record 3
{
  "formula": "C4H8N3",
  "method": "ωB97M-V/def2-TZVPD",
  "charge": 1,
  "multiplicity": 1,
  "energy_ev": -8737.8731,
  "e_above_lowest_kcal_mol": 113.20,
  "orbital_gap_ev": 8.1,
  "elements": ["C", "C", "C", "C", "N", "N", "N", "H", "H", "H", "H", "H", "H", "H", "H"],
  "xyz": [[0.445, 0.178, -0.185], [-1.641, -0.712, -1.033], [2.226, 0.763, -0.120], [-1.457, -0.163, 1.266], [1.139, 0.520, 0.850], [-0.899, -0.241, -0.058], [1.423, 0.130, -1.185], [-2.611, -0.983, -0.708], [-1.231, -0.729, -2.054], [2.150, 1.868, -0.171], [3.160, 0.232, 0.103], [-1.479, -1.164, 1.881], [-0.702, 0.570, 1.773], [-2.346, 0.393, 1.285], [1.825, -0.662, -1.644]],
  "forces_ev_per_a": [[2.008, -2.110, 1.443], [2.609, 1.446, 0.909], [0.006, -0.102, 0.519], [2.892, 0.311, 3.683], [-1.177, 0.798, -0.563], [-1.793, -1.543, -2.874], [-0.965, 1.917, -0.369], [-0.957, -0.467, -0.344], [-0.410, -0.158, 0.517], [1.262, -0.595, -0.438], [-0.118, 0.700, -0.073], [0.056, 1.905, -1.611], [-1.440, -1.643, -0.275], [-1.560, 0.193, -0.311], [-0.413, -0.652, -0.214]]
}